{
  "formula": "C6H10N2",
  "method": "ωB97M-V/def2-TZVPD",
  "symbols": ["C", "C", "C", "C", "C", "C", "H", "H", "H", "H", "H", "H", "H", "H", "H", "H", "N", "N"],
  "positions_angstrom": [[2.464, -1.006, -0.220], [2.011, 0.299, -0.248], [0.967, 0.906, 0.714], [-0.472, 0.961, 0.039], [-0.983, -1.709, -0.200], [-2.212, -0.800, 0.076], [2.448, -2.109, 0.708], [2.871, -1.630, -1.001], [2.238, 0.808, -1.261], [1.139, 2.177, 1.462], [0.869, 0.132, 1.668], [-0.315, 2.625, -0.515], [-0.847, -2.131, -1.341], [-0.215, -2.327, 0.660], [-2.860, -0.949, 0.889], [-2.706, -0.570, -0.990], [-1.004, 1.921, -0.616], [-0.892, -0.196, 0.438]],
  "forces_ev_per_a": [[-0.9, -1.9, 2.7], [0.3, -1.6, -1.1], [0.9, 1.6, 3.8], [3.9, 2.6, -0.4], [2.1, -0.1, 1.8], [2.1, -0.6, -3.1], [-0.6, 4.2, -2.0], [0.4, 1.2, -0.7], [-0.5, -0.6, 1.8], [0.0, -3.6, -2.8], [0.4, 2.2, -2.6], [0.6, 1.5, -0.4], [0.1, 1.9, 2.9], [-3.2, 1.5, -2.7], [-0.8, -0.2, 0.8], [1.0, -0.1, 2.6], [-0.4, -1.7, 0.7], [-5.6, -6.3, -1.5]],
  "mulliken_charge": [-0.653, -0.040, -0.588, 0.409, -0.464, -0.327, 0.166, 0.290, 0.259, 0.280, 0.234, 0.288, 0.206, 0.227, 0.287, 0.215, -0.744, -0.046],
  "e_above_lowest_kj_mol": 847.5,
  "e_tot_ev": -9355.6528,
  "total_charge": 0,
  "e_lumo_ha": 0.02132
}